[1]
Formula: C20H28N2O8
Source: OMol25
Level of theory: ωB97M-V/def2-TZVPD

XYZ file:
```
58
Properties=species:S:1:pos:R:3
C 0.28258 0.90920 1.02486
C 1.31109 0.71287 -0.08624
O 0.71964 0.82789 -1.38694
C 0.81813 2.01871 -2.02982
O 0.69778 2.01567 -3.21914
C 1.05643 3.34188 -1.31886
C -0.17714 3.98898 -0.63764
C -1.53939 3.72966 -1.31695
C -2.41573 2.74286 -0.58104
C -2.95171 3.05225 0.64344
C -3.79545 2.14831 1.33161
C -4.09213 0.94672 0.75014
C -3.55416 0.56430 -0.50273
N -3.89343 -0.67068 -0.99737
C -3.32088 -0.90174 -2.15197
C -2.48087 0.00047 -2.84496
N -2.18595 1.18447 -2.39082
C -2.71836 1.47597 -1.17210
H -0.40093 1.72939 0.81705
H -0.33234 0.01294 1.09497
H 0.77750 1.12646 1.97067
H 1.63957 -0.32311 -0.00279
H 2.20587 1.31725 0.04826
H 1.89251 3.28635 -0.62140
H 1.38467 4.01726 -2.10359
H 0.00010 5.06366 -0.69492
H -0.18752 3.75790 0.42587
H -1.41921 3.48495 -2.36828
H -2.07759 4.68095 -1.31095
H -2.73973 4.01380 1.09846
H -4.21377 2.39233 2.29720
H -4.76031 0.25899 1.25429
H -3.51529 -1.86525 -2.61476
H -2.05740 -0.29462 -3.79801
C -2.36222 -6.58808 2.65399
O -2.19058 -5.17107 2.68767
C -2.48738 -4.55719 1.53938
O -2.86927 -5.09679 0.53340
O -2.28812 -3.25326 1.70152
C -2.57395 -2.46357 0.53512
H -2.09033 -6.95947 3.63812
H -3.39987 -6.84551 2.44916
H -1.70789 -7.03758 1.90914
H -3.61244 -2.56613 0.25490
H -1.92246 -2.75885 -0.28764
H -2.36887 -1.43292 0.79650
C 7.06177 -0.75610 2.29340
O 6.08087 -0.07180 1.51121
C 5.99248 -0.49882 0.25105
O 6.64843 -1.37533 -0.24510
O 5.04868 0.21627 -0.36230
C 4.84412 -0.13755 -1.73349
H 7.03132 -0.31701 3.28648
H 6.82602 -1.81632 2.36380
H 8.05525 -0.61713 1.87123
H 4.52148 -1.17350 -1.81893
H 5.74960 0.02580 -2.31449
H 4.05683 0.50490 -2.11967
```

Values from the calculation:
* gap between HOMO and LUMO: 8.720 eV
* SMILES: CCOC(=O)CCCc1cccc2nccnc12.COC(=O)OC.COC(=O)OC
* energy: -1490.34195 a.u.
* highest occupied orbital energy: -9.010 eV

These are the Löwdin partial charges, in e, on atoms 1 to 8: C -0.035; C -0.217; O -0.003; C -0.506; O 0.111; C -0.086; C -0.159; C -0.127



[2]
Formula: C20H28N2O9S2
Source: OMol25
Level of theory: ωB97M-V/def2-TZVPD

XYZ file:
```
61
Properties=species:S:1:pos:R:3
O -6.00256 -1.42384 -0.80776
S -5.23626 -0.20890 -0.72848
O -5.15148 0.59693 -1.91840
N -5.83239 0.71622 0.52886
C -6.89708 0.16561 1.34448
H -6.62855 -0.86647 1.57841
C -8.28075 0.15801 0.66316
O -8.59113 -1.06208 0.05724
H -7.81456 -1.36185 -0.44765
H -8.31993 0.98063 -0.06910
H -9.06280 0.32619 1.40966
H -6.92857 0.74032 2.27387
C -5.80890 2.14815 0.30467
H -6.49473 2.63008 1.00278
H -6.13096 2.37184 -0.71975
C -4.39865 2.70742 0.50934
O -3.44871 2.14889 -0.36076
H -3.87160 1.98491 -1.21759
H -4.43846 3.79994 0.37764
H -4.04827 2.48839 1.52230
C -3.58528 -0.64397 -0.20204
C -2.59555 -0.77196 -1.15735
C -1.31033 -1.10402 -0.77443
C -1.02486 -1.30176 0.57493
C -2.03818 -1.20329 1.52632
C -3.32138 -0.87469 1.13366
H -4.11132 -0.77610 1.85995
H -1.79757 -1.38151 2.56233
O 0.21310 -1.66768 1.02293
C 1.34324 -1.17294 0.43746
C 1.40690 0.09317 -0.14169
C 2.60993 0.54470 -0.65175
C 3.74053 -0.24905 -0.57822
C 3.68576 -1.50587 -0.00399
C 2.48703 -1.96612 0.50625
H 2.41699 -2.93982 0.96369
H 4.56449 -2.12877 0.03547
S 5.26297 0.41472 -1.25945
O 4.89472 1.54039 -2.06829
O 6.01836 -0.65097 -1.86163
N 6.17046 0.98328 0.00141
C 5.74514 2.18735 0.66121
H 6.58490 2.88988 0.72791
H 4.98248 2.62737 0.01510
C 5.18651 1.95883 2.07496
O 4.07366 1.10145 2.10516
H 3.35195 1.49847 1.60417
H 4.94136 2.93581 2.51516
H 5.94006 1.47577 2.70075
C 7.30870 0.24126 0.49817
C 6.92333 -1.07088 1.19200
H 5.97106 -0.92702 1.72595
O 6.82042 -2.15280 0.29976
H 6.61551 -1.80186 -0.58638
H 7.69265 -1.34452 1.92228
H 7.96386 0.00943 -0.34813
H 7.85088 0.89040 1.18802
H 2.68425 1.51059 -1.12666
H 0.52572 0.71628 -0.18431
H -0.53053 -1.21359 -1.51294
H -2.84117 -0.59924 -2.19262
```

Values from the calculation:
* relative energy (zero: lowest compared OMol25 entry of this formula, charge and spin): 8.5 kcal/mol
* gap between HOMO and LUMO: 9.267 eV
* SMILES: O=S(=O)(c1ccc(Oc2ccc(S(=O)(=O)N(CCO)CCO)cc2)cc1)N(CCO)CCO
* energy: -2361.89114 a.u.
* highest occupied orbital energy: -8.958 eV

These are the Löwdin partial charges, in e, on atoms 1 to 8: O -0.267; S 0.722; O -0.279; N -0.242; C -0.175; H 0.122; C -0.249; O -0.069



[3]
Formula: C20H28N4O3PdS
Source: OMol25
Level of theory: ωB97M-V/def2-TZVPD

XYZ file:
```
57
Properties=species:S:1:pos:R:3
Pd 0.86959 -0.16340 -0.90479
C 0.32299 -3.28670 3.86053
O -0.69269 -4.00303 3.15166
C -1.74944 -3.29681 2.69548
C -3.00527 -3.72083 2.91691
C -4.15686 -3.03443 2.36328
C -4.02898 -1.92143 1.62731
C -2.71790 -1.37520 1.34575
C -2.64596 -0.14818 0.78112
N -1.46005 0.53592 0.53164
N -1.66019 1.71835 0.18056
C -0.43393 2.41473 -0.10414
O 0.63716 1.82556 -0.34218
C -0.52541 3.85263 -0.06846
C -1.75800 4.48878 0.15211
C -1.81716 5.86904 0.17668
C -0.66100 6.61513 -0.01040
C 0.56791 5.99108 -0.22683
C 0.63894 4.61734 -0.25862
C -1.50930 -2.17914 1.76438
O -0.39250 -1.96037 1.31462
H 0.67972 -3.94625 4.64672
H -0.07824 -2.37817 4.31289
H 1.14891 -3.03874 3.19285
H -3.14840 -4.60673 3.52231
H -5.13984 -3.42505 2.58777
H -4.89686 -1.38723 1.26480
H -3.56328 0.38575 0.54565
H -2.65122 3.90006 0.29504
H -2.76239 6.36657 0.34180
H -0.71309 7.69574 0.01201
H 1.45899 6.58679 -0.36687
H 1.58431 4.11846 -0.42096
N 1.31911 -2.07974 -1.39526
C 2.77295 -2.34426 -1.59859
C 3.62110 -1.43437 -0.71761
C 3.13682 -1.41551 0.72730
N 1.91055 -0.57274 0.88830
H 0.96898 -2.61126 -0.59804
H 0.77308 -2.41348 -2.18388
H 3.00938 -2.20405 -2.65204
H 2.96869 -3.38921 -1.35026
H 3.61592 -0.41360 -1.11090
H 4.65498 -1.77927 -0.75190
H 3.91628 -1.04422 1.39036
H 2.89598 -2.42748 1.05862
H 2.15245 0.34051 1.26414
H 1.27388 -0.99868 1.55711
C -0.20972 -0.93843 -4.08864
S -0.02167 0.46020 -2.97383
C 1.37411 1.31036 -3.73836
H -0.52212 -0.55396 -5.05778
H -0.99758 -1.58122 -3.69918
H 0.72499 -1.48570 -4.20315
H 2.16048 0.60251 -3.99164
H 1.74104 2.04325 -3.02327
H 1.01976 1.82016 -4.63214
```

Values from the calculation:
* relative energy (zero: lowest compared OMol25 entry of this formula, charge and spin): 0.0 kcal/mol
* gap between HOMO and LUMO (spin up / spin down): 5.902 / 5.903 eV
* energy: -1749.14448 a.u.
* net charge: +2
* highest occupied orbital energy (spin up / spin down): -13.732 / -13.733 eV

These are the Löwdin partial charges, in e, on atoms 1 to 8: Pd 0.800; C -0.038; O -0.061; C -0.233; C 0.067; C -0.016; C -0.036; C -0.078



[4]
Formula: C20H28N5NiO10S
Source: OMol25
Level of theory: ωB97M-V/def2-TZVPD

XYZ file:
```
65
Properties=species:S:1:pos:R:3
Ni -0.04947 -0.89611 -1.00018
O 4.01986 -1.32774 0.09788
C 2.83424 -1.44212 -0.45035
O 1.94476 -0.61897 -0.28421
C 2.68943 -2.70857 -1.25656
O 1.66471 -2.51588 -2.19075
C 0.06512 -4.15616 -1.40327
C -1.82213 -2.77508 -0.58966
O -2.56844 -3.70479 -0.57008
O -1.94362 -1.51570 -0.58978
H 4.08928 -0.52580 0.63570
H 3.63982 -2.93912 -1.74109
H 2.46193 -3.50353 -0.53567
H -0.79760 -4.71435 -1.76431
H 0.64795 -4.81717 -0.75804
C 1.86409 -4.82505 -3.02826
C 0.92675 -3.70265 -2.60595
O -0.36237 -3.03937 -0.63892
N 0.13421 -3.34996 -3.74597
C -0.71285 -2.16013 -3.77304
C 0.03954 -0.85274 -3.95674
C 0.46931 -0.45429 -5.21600
C 1.21333 0.70480 -5.34907
C 1.50599 1.45053 -4.21656
C 1.03391 1.00576 -2.99828
N 0.31645 -0.11523 -2.87344
H 2.41107 -5.23971 -2.18288
H 2.58057 -4.46469 -3.76821
H 1.26762 -5.61892 -3.47412
H 0.67889 -3.41554 -4.59611
H -1.31271 -2.09803 -2.86752
H -1.40533 -2.28476 -4.60548
H 0.20924 -1.04450 -6.08512
H 1.56101 1.02738 -6.32148
H 2.08009 2.36411 -4.27267
H 1.23137 1.55905 -2.08852
C -1.15153 2.78082 7.45912
C -0.85539 2.38980 6.01643
S -0.80513 3.90793 5.04242
O -2.10858 4.50659 5.05561
O 0.35024 4.65914 5.44018
C -0.49066 3.34220 3.34446
C -1.74497 2.72988 2.73485
N -1.47616 2.21752 1.38719
C -0.84926 1.05573 1.12749
N -0.65941 0.90620 -0.18188
C -1.18537 1.99683 -0.79245
C -1.67506 2.83350 0.16490
N -2.31059 4.09931 -0.07609
O -2.61673 4.79037 0.87794
O -2.44691 4.40014 -1.24381
C -0.49388 0.04087 2.15358
H -1.22592 1.89416 8.08542
H -2.09363 3.32499 7.51413
H -0.35986 3.42050 7.84614
H -1.63991 1.75877 5.59754
H 0.12184 1.91971 5.90638
H 0.35148 2.65196 3.40076
H -0.18482 4.24273 2.81127
H -2.51346 3.48825 2.67679
H -2.11973 1.90372 3.33860
H -1.20161 2.13938 -1.85868
H -1.34583 -0.16974 2.80069
H 0.33797 0.36830 2.77888
H -0.21313 -0.88453 1.65686
```

Values from the calculation:
* relative energy (zero: lowest compared OMol25 entry of this formula, charge and spin): 26.4 kcal/mol
* gap between HOMO and LUMO (spin up / spin down): 9.513 / 9.452 eV
* multiplicity: 3
* energy: -3711.37443 a.u.
* net charge: +1
* highest occupied orbital energy (spin up / spin down): -12.605 / -12.637 eV

These are the Löwdin partial charges, in e, on atoms 1 to 8: Ni 0.767; O 0.191; C -0.425; O 0.070; C -0.091; O -0.096; C -0.092; C -0.670